# 1
Computed, not measured: C17H22BrNO3 in the gas phase, with ωB97M-V with the def2-TZVPD basis set.

## Properties
HOMO: -9.190 eV
Energy above the lowest of the compared OMol25 structures with the same formula, charge and spin: 0.61 kcal/mol
Orbital gap: 9.629 eV
SMILES: O=C(COC(=O)Cc1ccc(Br)cc1)NCC1CCCCC1
Charge: 0
F_max: 0.72 eV/Å

Last column: Mulliken charge in e.
CARTESIAN COORDINATES (ANGSTROEM)
O: -1.26894 2.72895 -1.87535  -0.67
C: -0.62904 2.03012 -1.12225  0.55
C: 0.89352 1.91578 -1.26602  -0.45
O: 1.48860 1.03208 -0.32120  -0.35
C: 2.28608 1.56288 0.61769  0.81
O: 2.51847 2.73339 0.73099  -0.60
C: 2.88874 0.46912 1.47927  -1.10
C: 4.27217 0.20488 0.94295  0.48
C: 5.30097 1.10117 1.20936  -0.28
C: 6.56864 0.89038 0.70037  -0.54
C: 6.80280 -0.22706 -0.08335  0.07
Br: 8.54867 -0.53244 -0.78185  -0.19
C: 5.79070 -1.12668 -0.36882  -0.52
C: 4.52547 -0.90190 0.14365  -0.38
N: -1.15083 1.32209 -0.10707  0.05
C: -2.57092 1.25474 0.14726  -1.64
C: -3.20982 -0.03855 -0.37700  1.09
C: -4.72914 0.03274 -0.21840  -0.98
C: -5.39210 -1.23952 -0.73781  -0.66
C: -4.84929 -2.46186 -0.00490  -0.66
C: -3.33527 -2.54318 -0.16699  -0.79
C: -2.66997 -1.27083 0.35165  -0.73
H: 1.11971 1.53697 -2.26642  0.33
H: 1.32517 2.91691 -1.15766  0.34
H: 2.27394 -0.42775 1.42080  0.41
H: 2.94481 0.82893 2.50690  0.43
H: 5.10411 1.97495 1.81132  0.38
H: 7.36665 1.58600 0.90866  0.42
H: 5.98787 -1.99041 -0.98482  0.42
H: 3.73161 -1.59877 -0.08075  0.35
H: -0.54470 0.71017 0.41627  0.25
H: -2.74088 1.34729 1.22423  0.40
H: -3.01631 2.11343 -0.36038  0.45
H: -2.97038 -0.12445 -1.44231  0.19
H: -4.97399 0.16316 0.83863  0.33
H: -5.11342 0.89860 -0.76054  0.36
H: -6.47338 -1.17308 -0.60327  0.34
H: -5.19348 -1.34028 -1.80700  0.34
H: -5.31444 -3.36890 -0.39550  0.33
H: -5.09746 -2.38864 1.05651  0.31
H: -2.94748 -3.40929 0.37371  0.34
H: -3.09179 -2.67215 -1.22406  0.33
H: -1.58907 -1.34814 0.21104  0.19
H: -2.86662 -1.17086 1.42248  0.28



# 2
Computed, not measured: a molecular structure, C17H22Cl3FeN5SSi, with ωB97M-V with the def2-TZVPD basis set.

## Properties
HOMO (spin up / spin down): -7.713 / -7.780 eV
Multiplicity: 5
Energy above the lowest of the compared OMol25 structures with the same formula, charge and spin: 0.00 kcal/mol
Orbital gap (spin up / spin down): 7.603 / 7.502 eV
Charge: 0
F_max: 0.24 eV/Å

Last column: Löwdin spin population.
CARTESIAN COORDINATES (ANGSTROEM)
Fe: -0.03678 -0.68412 0.09951  3.66
C: 5.43293 -0.08551 2.87157  0.00
C: 4.14231 0.17829 3.63645  0.00
N: 3.06641 -0.72439 3.26807  0.01
C: 2.32565 -0.60004 2.14775  0.01
S: 1.14710 -1.83949 1.85580  0.06
N: 2.60145 0.43884 1.38026  0.00
N: 1.77895 0.53694 0.30760  0.03
C: 2.06357 1.39860 -0.60290  0.02
C: 3.25205 2.30526 -0.56744  0.00
C: 1.11970 1.45778 -1.73944  0.00
C: 1.22349 2.40449 -2.75251  0.00
C: 0.28150 2.40359 -3.76866  0.00
C: -0.73854 1.46706 -3.74926  0.00
C: -0.77039 0.55549 -2.70610  0.00
N: 0.13914 0.54591 -1.73990  0.04
H: 6.20632 0.62096 3.17784  0.00
H: 5.26309 0.02665 1.80145  0.00
H: 5.79789 -1.09587 3.06166  0.00
H: 3.80720 1.20111 3.46499  0.00
H: 4.30603 0.06050 4.70837  0.00
H: 2.87292 -1.52955 3.83616  0.00
H: 3.84533 2.09469 0.31607  0.00
H: 2.93831 3.35135 -0.54253  0.00
H: 3.86767 2.16637 -1.45902  0.00
H: 2.02077 3.13323 -2.73971  0.00
H: 0.34087 3.13469 -4.56441  0.00
H: -1.49766 1.44032 -4.51766  0.00
H: -1.55453 -0.18759 -2.62237  0.00
C: -5.64471 1.25634 -0.53232  0.00
Si: -5.04608 -0.14290 0.56164  0.01
C: -5.47327 0.22530 2.34622  0.00
C: -5.85864 -1.74520 0.03206  0.00
C: -3.23230 -0.30622 0.39308  0.07
C: -2.02009 -0.42883 0.29664  0.03
H: -6.72659 1.38546 -0.45039  0.00
H: -5.40569 1.05941 -1.57935  0.00
H: -5.16785 2.19734 -0.25186  0.00
H: -6.55304 0.32659 2.47934  0.00
H: -5.00093 1.15291 2.67428  0.00
H: -5.12268 -0.57569 2.99938  0.00
H: -6.94580 -1.68401 0.12267  0.00
H: -5.51156 -2.57544 0.64967  0.00
H: -5.61692 -1.97883 -1.00656  0.00
Cl: 2.12403 -5.32169 -2.84383  0.00
C: 2.65717 -3.96163 -1.84718  0.00
Cl: 3.85301 -2.99164 -2.72419  0.00
Cl: 3.32419 -4.53052 -0.31816  0.00
C: 1.50312 -3.10860 -1.56160  0.01
N: 0.62189 -2.42774 -1.30120  0.02



# 3
Computed, not measured: C17H22ClN5O in the gas phase at a distorted geometry, with ωB97M-V with the def2-TZVPD basis set.

## Properties
HOMO: -9.140 eV
Energy above the lowest of the compared OMol25 structures with the same formula, charge and spin: 9.20 kcal/mol
Orbital gap: 9.729 eV
SMILES: CCc1ccc([C@@H](C)n2cc([C@@H]3CC(=O)N[C@H](C)N3)nn2)c(Cl)c1
Charge: 0
F_max: 2.47 eV/Å

Last column: Mulliken charge in e.
CARTESIAN COORDINATES (ANGSTROEM)
C: 3.03677 -1.19924 5.90602  -1.05
C: 2.87132 -0.04806 4.94692  -0.89
C: 1.86094 -0.45829 3.91839  0.49
C: 2.30419 -0.99836 2.70150  -0.62
C: 1.42139 -1.46770 1.70107  -0.73
C: 0.07666 -1.48694 1.96708  0.31
C: -0.88936 -2.05714 0.88686  -0.43
C: -2.07895 -2.90347 1.43973  -1.63
N: -1.38452 -0.90821 0.10681  0.80
C: -0.72821 -0.35583 -0.95020  0.05
C: -1.51013 0.69356 -1.30055  -0.49
C: -1.06171 1.65706 -2.41049  0.24
C: -2.18802 2.42193 -3.05169  -0.39
C: -1.66948 3.16843 -4.31266  0.19
O: -2.18021 4.16792 -4.77934  -0.64
N: -0.81940 2.52446 -5.16782  -0.25
C: 0.16615 1.66420 -4.55642  0.23
C: 0.77583 0.76687 -5.54261  -1.48
N: -0.46928 0.86563 -3.49633  -0.33
N: -2.70180 0.65080 -0.59331  -0.58
N: -2.60269 -0.30301 0.24791  -0.53
C: -0.40432 -0.98133 3.21026  0.52
Cl: -2.07250 -0.79562 3.66681  -0.20
C: 0.48511 -0.44451 4.14715  -0.50
H: 2.06536 -1.47394 6.32871  0.34
H: 3.46066 -2.09383 5.44857  0.32
H: 3.65754 -0.87258 6.76049  0.35
H: 2.51356 0.84536 5.46859  0.33
H: 3.84554 0.25368 4.48018  0.33
H: 3.36712 -0.93901 2.47567  0.32
H: 1.82376 -1.81127 0.74452  0.35
H: -0.33448 -2.74854 0.23325  0.51
H: -2.83742 -2.24264 1.82070  0.38
H: -2.49996 -3.53570 0.65955  0.41
H: -1.67503 -3.51156 2.25155  0.41
H: 0.20320 -0.62037 -1.40931  0.45
H: -0.32114 2.40896 -2.04519  0.26
H: -3.02447 1.74938 -3.32263  0.29
H: -2.60912 3.16124 -2.34951  0.34
H: -0.46361 3.16341 -5.82621  0.27
H: 0.91494 2.35800 -4.13497  0.28
H: 1.34114 1.31200 -6.30649  0.40
H: -0.00981 0.26591 -6.08502  0.39
H: 1.40959 0.00246 -5.05146  0.32
H: -1.17688 0.23882 -3.90426  0.35
H: 0.11173 -0.08292 5.07817  0.51



Which of these has the lowest energy above the lowest of the compared OMol25 structures with the same formula, charge and spin?
C17H22Cl3FeN5SSi